# 1
Below is C4H8O2 as an isolated structure, with properties calculated with wB97M-V/def2-TZVPD.

Properties
HOMO	-0.3623	hartree
DFT total energy	-307.61971	a.u.
relative energy (zero: lowest compared OMol25 entry of this formula, charge and spin)	243.44	kJ/mol
frontier orbital gap	10.84	eV

ORCA input file:
```
! wB97M-V def2-TZVPD RIJCOSX def2/J DEFGRID3
* xyz 0 1
O 1.10963 0.96624 1.69369
C 0.18775 -0.10164 1.63011
C -0.33360 -0.42909 0.22570
C -0.21112 0.69459 -0.78459
C -0.32862 -0.43456 -1.78662
O 0.27098 -1.31091 -0.78920
H 1.95766 0.67064 1.34561
H 0.52763 -0.97569 2.20129
H -0.70065 0.28697 2.14713
H -1.35000 -0.82888 0.35471
H -0.81910 1.59552 -0.74951
H 0.85096 0.95056 -0.77187
H 0.20902 -0.34625 -2.73477
H -1.37053 -0.73751 -1.98167
*
```



# 2
Below is an isolated ion of composition CH4N and charge +1, with properties calculated with wB97M-V/def2-TZVPD.

Properties
SMILES	C=[NH2+]
HOMO	-0.7494	hartree
DFT total energy	-94.94638	a.u.
relative energy (zero: lowest compared OMol25 entry of this formula, charge and spin)	40.85	kJ/mol
frontier orbital gap	14.13	eV

ORCA input file:
```
! wB97M-V def2-TZVPD RIJCOSX def2/J DEFGRID3
* xyz 1 1
C -0.02915 -0.05076 0.63323
N -0.14737 0.01873 -0.62660
H -0.34284 0.59570 1.43394
H 0.67698 -0.93253 0.93027
H 0.36572 -0.49806 -1.33614
H -0.52335 0.86693 -1.03471
*
```



# 3
Below is a 2-piece molecular cluster, CHNO2S overall, with properties calculated with wB97M-V/def2-TZVPD.

Properties
HOMO (spin up / spin down)	-0.3614 / -0.3615	hartree
DFT total energy	-641.86715	a.u.
relative energy (zero: lowest compared OMol25 entry of this formula, charge and spin)	586.68	kJ/mol
frontier orbital gap (spin up / spin down)	8.27 / 8.27	eV

ORCA input file:
```
! wB97M-V def2-TZVPD RIJCOSX def2/J DEFGRID3
* xyz 0 1
C 0.13972 0.69758 0.15060
N -0.41934 -0.62237 0.03006
O -0.63933 -0.77776 -1.14639
O -0.58399 -1.37932 0.92271
S -0.28756 2.14193 -0.32771
H 1.79049 -0.06006 0.37073
*
```



# 4
Below is a 2-piece molecular cluster, C5H15NO overall, with properties calculated with wB97M-V/def2-TZVPD.

Properties
SMILES	CCC[C@@H](C)N.O
HOMO	-0.3366	hartree
DFT total energy	-329.47332	a.u.
relative energy (zero: lowest compared OMol25 entry of this formula, charge and spin)	90.02	kJ/mol
frontier orbital gap	9.93	eV

ORCA input file:
```
! wB97M-V def2-TZVPD RIJCOSX def2/J DEFGRID3
* xyz 0 1
C -1.03492 2.73481 1.17685
C -0.04698 1.60292 1.55578
C 0.19796 0.62201 0.37062
C -1.07106 -0.15930 -0.04767
C -0.59049 -1.23647 -1.00101
N -1.66432 -0.80317 1.13130
H -2.05582 2.44107 1.44291
H -1.00887 3.04657 0.13898
H -0.76435 3.52477 1.88645
H 0.92282 2.01139 1.82495
H -0.54923 0.99383 2.29808
H 0.55528 1.09545 -0.56117
H 0.97893 -0.06919 0.69931
H -1.76437 0.51085 -0.55161
H 0.12490 -0.72315 -1.65516
H -1.34740 -1.85242 -1.51210
H 0.00612 -2.06833 -0.59022
H -2.04811 -0.20830 1.83832
H -2.31115 -1.52069 0.83942
O 4.53893 -3.34452 -3.47860
H 5.05342 -2.81680 -2.85873
H 3.87869 -3.78135 -2.94671
*
```



# 5
Below is a 7-piece molecular cluster, C38H73Br12IN2O6 overall, with properties calculated with wB97M-V/def2-TZVPD.

Properties
SMILES	CCCCCCC[C@@](CCCC(=O)OCC)(CC(=O)N(C)C)O[C@H](CNCCOC=O)[C@@H](I)CC.BrCCBr.BrCCBr.BrCCBr.BrCCBr.BrCCBr.BrCCBr
HOMO	-0.3115	hartree
DFT total energy	-33238.34793	a.u.
frontier orbital gap	8.64	eV

ORCA input file:
```
! wB97M-V def2-TZVPD RIJCOSX def2/J DEFGRID3
* xyz 0 1
C 6.38524 -0.52568 -0.35628
C 6.51967 0.74006 -1.32268
C 6.38954 2.12196 -0.51642
C 4.96815 2.23163 0.22748
C 4.05147 3.40048 -0.36652
C 2.65391 2.85102 -0.88291
C 1.74360 2.41930 0.33865
C 0.19729 2.27936 0.01768
C -0.53044 1.59051 1.28184
C -2.10151 1.48066 1.11815
C -2.83723 1.61338 2.55159
C -2.17626 0.74426 3.68896
O -1.11336 1.02900 4.26372
O -2.85598 -0.41439 4.13507
C -2.18477 -1.63787 3.75083
C -0.98067 -2.06958 4.70449
C -0.37347 3.81078 0.03573
C -0.91486 4.17799 -1.40504
O -0.09294 4.69979 -2.19378
N -2.28813 3.98158 -1.85295
C -2.45587 4.66050 -3.18166
C -3.18055 4.72759 -0.89063
O -0.17108 1.75523 -1.25312
C 0.39470 0.50772 -1.63422
C 0.63286 0.64327 -3.24384
N 1.00863 2.09067 -3.47703
C 2.21616 2.21836 -4.31926
C 2.07558 1.63201 -5.79668
O 3.33138 1.28460 -6.44194
C 4.01873 0.26191 -5.77747
O 4.36825 -0.77630 -6.34321
C -0.53475 -0.77302 -1.43894
I -0.13646 -2.37449 -2.91375
C -0.44607 -1.49240 -0.03202
C 1.02279 -1.74774 0.51378
H 6.12061 -0.22306 0.70584
H 7.37349 -1.07580 -0.33412
H 5.56927 -1.21813 -0.74749
H 7.52962 0.74091 -1.85272
H 5.68552 0.69663 -2.08469
H 7.25163 2.17535 0.21762
H 6.54573 2.95618 -1.26731
H 5.21853 2.43876 1.32203
H 4.42877 1.23797 0.21091
H 4.61854 3.92155 -1.19610
H 3.82212 4.09775 0.50820
H 2.17254 3.57093 -1.60509
H 2.86395 1.89744 -1.47855
H 2.10904 1.39392 0.68942
H 1.86118 3.13309 1.21078
H -0.00681 0.64007 1.58920
H -0.35273 2.32558 2.13901
H -2.48121 0.51930 0.65934
H -2.55794 2.31748 0.49160
H -3.93236 1.34930 2.45185
H -2.80925 2.69732 2.91106
H -2.96695 -2.46467 3.83135
H -1.82484 -1.66173 2.68221
H -0.60044 -1.24093 5.36464
H -1.24739 -3.01545 5.26476
H -0.10734 -2.35185 4.02438
H -1.11132 3.98212 0.87280
H 0.49020 4.52710 0.23114
H -2.19117 5.77006 -3.12856
H -1.86019 4.14631 -4.00115
H -3.53998 4.62779 -3.53248
H -3.80058 5.44958 -1.49832
H -3.83255 3.96458 -0.37037
H -2.58658 5.35860 -0.15860
H 1.41512 0.25434 -1.22859
H 1.52073 0.04850 -3.59697
H -0.31806 0.48327 -3.83030
H 0.21184 2.61664 -3.84363
H 3.09902 1.82472 -3.73552
H 2.40074 3.33994 -4.44039
H 1.62742 2.46922 -6.42846
H 1.34649 0.76400 -5.87941
H 4.33930 0.37478 -4.69074
H -1.59986 -0.44338 -1.67754
H -1.04473 -1.01624 0.79552
H -0.90750 -2.52833 -0.17683
H 1.49592 -0.73247 0.69892
H 1.69622 -2.32271 -0.18626
H 0.91807 -2.23037 1.53691
Br -2.38365 -1.70266 -8.28249
C -2.39511 -2.88242 -6.73196
C -3.66159 -2.72199 -5.92959
Br -3.61962 -1.09420 -4.86090
H -1.49433 -2.66417 -6.15981
H -2.32572 -3.89083 -7.14125
H -3.76385 -3.53343 -5.20810
H -4.55827 -2.67445 -6.54559
Br -4.46484 -4.84046 2.16878
C -5.53819 -3.21536 2.11623
C -5.42321 -2.52561 0.78111
Br -3.72880 -1.57620 0.62075
H -5.21478 -2.59399 2.95059
H -6.56325 -3.54553 2.29001
H -6.19101 -1.75807 0.67897
H -5.48512 -3.20953 -0.06408
Br 2.10140 -1.61864 7.15418
C 3.47614 -0.65074 6.16961
C 2.87661 0.17768 5.06146
Br 2.37492 -0.93024 3.53976
H 4.19198 -1.39012 5.81380
H 3.95820 -0.01044 6.90909
H 3.61029 0.88325 4.66975
H 1.98273 0.72122 5.36570
Br -7.93732 -6.53606 1.19189
C -6.88135 -7.52752 2.49529
C -7.61394 -8.75514 2.97470
Br -9.00889 -8.29399 4.25461
H -6.63377 -6.83399 3.29688
H -5.96864 -7.80664 1.96802
H -6.93820 -9.41729 3.51688
H -8.09280 -9.31124 2.17018
Br -3.28435 5.26632 5.79164
C -4.56962 4.13612 6.72298
C -4.77225 2.82829 6.00150
Br -5.90312 3.05409 4.43009
H -5.48559 4.71556 6.82722
H -4.13724 3.96642 7.70953
H -5.30450 2.11813 6.63497
H -3.84115 2.37695 5.66076
Br 6.88527 -2.14390 -4.68358
C 7.99365 -3.15672 -3.44140
C 7.26722 -4.37558 -2.93080
Br 5.94774 -3.89384 -1.58185
H 8.29179 -2.47150 -2.64907
H 8.87409 -3.44739 -4.01560
H 7.95763 -5.05210 -2.42585
H 6.73905 -4.92020 -3.71192
*
```



The lowest DFT total energy belongs to which entry?
C38H73Br12IN2O6



DFT total energy of number 5 (C38H73Br12IN2O6)?
-33238.34793 a.u.



The highest DFT total energy belongs to which entry?
CH4N